1.
14
Properties=species:S:1:pos:R:3:forces:R:3:nbo_charge:R:1 method="wB97M-V/def2-TZVPD" relative_energy_kcal_mol=26.7 e_homo_ev=-10.318 smiles=CC(C)(Cl)CCl homo_lumo_gap_ev=11.1 lumo_energy_ev=0.83
C -0.731850 -1.074609 1.394443 -0.47 0.88 -1.67 -0.65
C -0.727027 -0.400499 0.053184 1.85 0.30 -2.76 0.07
C -1.916669 -0.663197 -0.878419 0.24 1.20 1.82 -0.65
C 0.536659 -0.543461 -0.870055 1.01 -0.65 0.11 -0.40
H -1.766070 -1.185816 1.571834 -1.08 -0.97 0.70 0.22
H -0.135706 -1.953447 1.380176 0.27 -0.82 0.26 0.23
H -0.426066 -0.348315 2.068280 1.13 0.85 1.64 0.24
H -2.101953 0.332370 -1.207642 -0.77 0.22 -1.19 0.24
H -1.754510 -1.370133 -1.623287 0.71 -1.02 -1.54 0.22
H -2.765998 -1.015465 -0.349514 -0.88 -0.14 0.75 0.21
H 0.867381 -1.482789 -1.372476 -1.17 0.14 0.74 0.23
H 0.454040 0.198644 -1.653558 -0.16 -0.03 -0.15 0.23
Cl -0.593493 1.449850 0.170100 -0.88 0.15 1.13 -0.11
Cl 2.044211 -0.101877 0.005857 0.19 -0.10 0.15 -0.08

2.
14
Properties=species:S:1:pos:R:3:forces:R:3:nbo_charge:R:1 method="wB97M-V/def2-TZVPD" relative_energy_kcal_mol=45.1 e_homo_ev=-10.162 homo_lumo_gap_ev=11.0 lumo_energy_ev=0.82
C 0.572005 -0.280017 -1.454998 -1.35 -0.08 2.35 -0.59
C 0.351903 0.873715 1.021618 -3.95 2.63 1.25 -0.69
C -1.218729 -1.059928 0.564283 -0.68 -0.86 0.33 -0.40
C 0.148912 -0.397570 0.428471 0.41 -2.48 -4.33 0.02
Cl -2.410705 0.022571 -0.278380 0.06 -0.65 0.11 -0.08
Cl 1.333654 -1.556462 1.070499 0.27 -0.49 0.20 -0.06
H 1.556464 -0.728977 -1.370371 -0.13 -0.20 -0.63 0.21
H 0.645096 0.762550 -1.805173 -0.02 -0.23 0.69 0.21
H -0.189037 -0.757649 -2.150681 1.07 0.05 1.31 0.22
H 0.131764 0.874309 2.118754 -0.82 -0.11 -0.70 0.22
H -0.331920 1.575168 0.416833 1.07 -0.53 1.44 0.24
H 1.289336 1.243083 1.114434 3.26 0.92 -0.93 0.23
H -1.165652 -2.098668 0.113437 -0.31 1.45 0.11 0.24
H -1.666503 -1.224196 1.604412 1.13 0.60 -1.18 0.24